Entry 1:
Density functional theory data (ωB97M-V/def2-TZVPD) for a 15-piece molecular cluster, C54H135N27O6P6 overall at a distorted geometry.

XYZ file:
```
228
Properties=species:S:1:pos:R:3:forces:R:3
O 3.3069 -8.8286 -0.8016 -0.7 -1.1 0.2
P 3.2381 -7.6499 -1.6598 -0.3 2.1 -1.0
N 1.9362 -6.5869 -1.3087 1.2 1.6 -0.6
C 0.9259 -7.0782 -0.3925 0.4 -1.1 0.1
C 1.9893 -5.0931 -1.3955 -0.2 -0.3 0.1
N 3.0524 -7.9311 -3.3072 0.6 -1.0 0.7
C 3.5547 -9.1964 -3.8542 0.0 -0.4 0.6
C 2.9227 -6.9184 -4.3275 -0.8 0.3 0.1
N 4.6289 -6.7321 -1.4977 0.0 0.4 -0.7
C 4.8850 -6.1227 -0.1919 0.5 -0.4 -0.6
C 5.8682 -7.1609 -2.1921 -0.7 -0.3 0.5
H 0.0522 -6.4356 -0.2833 0.2 0.1 -0.3
H 1.3664 -7.2801 0.5839 -0.2 0.2 0.4
H 0.6271 -8.0548 -0.7733 -0.4 0.0 0.2
H 2.5212 -4.6123 -2.2165 0.5 -0.8 -0.2
H 2.3690 -4.6067 -0.4970 0.2 -0.2 0.4
H 0.9858 -4.6883 -1.5269 -0.3 -0.4 0.1
H 3.0700 -9.5383 -4.7687 -0.5 0.5 -0.1
H 4.6167 -9.1729 -4.0983 0.3 0.1 0.0
H 3.3835 -9.9870 -3.1237 0.2 0.1 0.1
H 2.1800 -7.3594 -4.9922 0.4 0.3 -0.8
H 2.4788 -5.9705 -4.0233 0.0 -0.2 0.6
H 3.8718 -6.6508 -4.7919 0.1 -0.3 -0.3
H 5.6009 -6.7329 0.3587 0.2 -0.1 0.2
H 5.3426 -5.1576 -0.4093 -0.1 0.3 0.5
H 3.9953 -6.0603 0.4348 -0.1 0.2 -0.3
H 5.6707 -7.6517 -3.1451 -0.3 0.4 0.0
H 6.3824 -7.9257 -1.6100 0.2 -0.1 0.3
H 6.5645 -6.3345 -2.3351 -0.2 0.2 -0.1
O -4.9900 -5.2344 -1.3155 -1.3 0.2 0.4
P -5.3994 -3.8770 -0.8836 -0.2 1.3 -0.7
N -6.4603 -3.6293 0.4029 0.2 -1.1 2.2
C -6.4347 -2.4461 1.3181 0.2 -0.3 -1.4
C -7.6755 -4.4996 0.6313 1.6 0.1 0.0
N -6.2837 -2.9979 -2.0293 1.9 1.4 -0.3
C -7.0178 -3.6503 -3.0662 1.0 -0.6 -1.0
C -6.5970 -1.5516 -1.8348 -0.9 -1.6 0.0
N -4.0303 -2.9408 -0.5774 -0.7 -0.1 0.0
C -3.2267 -3.1894 0.6346 -0.8 0.2 0.2
C -3.2696 -2.4597 -1.7405 0.1 0.3 0.2
H -5.4954 -1.8941 1.2861 0.3 -0.5 0.0
H -6.6511 -2.7476 2.3430 -0.1 0.1 -0.1
H -7.1248 -1.7058 0.9132 -0.6 0.0 0.5
H -7.8767 -4.5309 1.7021 -0.5 0.9 0.0
H -7.5108 -5.5728 0.5350 0.6 0.0 -1.0
H -8.5019 -4.2039 -0.0151 -0.2 0.1 0.4
H -7.4287 -2.9756 -3.8173 -0.4 0.4 0.6
H -6.2669 -4.1492 -3.6789 -0.3 -0.9 0.0
H -7.7584 -4.3460 -2.6717 -0.2 -0.1 -0.3
H -7.6090 -1.6180 -1.4354 -0.1 1.0 0.6
H -5.8898 -1.0127 -1.2043 -0.1 -0.3 0.1
H -6.7194 -1.0158 -2.7761 0.4 -0.2 -0.2
H -3.4739 -4.0766 1.2176 -0.3 -0.5 -0.6
H -2.1615 -3.2628 0.4153 0.0 0.3 -0.1
H -3.4758 -2.4060 1.3504 0.7 0.3 0.1
H -2.4670 -1.8595 -1.3120 0.2 -0.1 -0.4
H -3.8135 -1.8114 -2.4276 -0.6 0.2 0.4
H -2.9082 -3.2287 -2.4232 0.3 -0.5 0.4
O -1.4560 0.1485 -0.8219 1.1 0.4 0.6
P -0.3101 0.6591 -0.0012 2.1 -0.1 0.8
N 0.3702 2.2215 -0.4567 -2.0 -2.2 4.5
C 1.0395 2.4467 -1.6416 1.4 -0.4 -1.6
C -0.3172 3.3831 0.0901 -1.0 -0.7 -0.5
N 1.0694 -0.3930 0.0169 -1.1 0.1 -0.7
C 2.3059 -0.1461 0.7521 -0.6 -0.5 0.7
C 1.0832 -1.6041 -0.8137 -0.7 0.4 -0.8
N -0.7230 0.7365 1.6731 1.1 2.2 -1.5
C -1.5583 -0.3373 2.1637 -0.5 0.1 -0.7
C 0.2004 1.4095 2.6214 -0.2 -0.7 -0.2
H 0.3729 2.3389 -2.4973 0.2 0.2 -0.6
H 1.8886 1.7687 -1.7285 -0.1 -0.3 -0.3
H 1.5233 3.4228 -1.6081 -0.3 0.1 -0.2
H -1.3114 3.4114 -0.3558 -0.3 0.7 -0.5
H 0.2500 4.2730 -0.1825 -0.2 0.0 0.5
H -0.5635 3.2631 1.1452 0.7 0.3 0.1
H 3.2081 -0.3190 0.1655 0.0 0.6 -0.5
H 2.2547 0.8235 1.2474 0.4 0.0 -0.4
H 2.3936 -0.9024 1.5322 -0.1 0.0 0.3
H 0.1861 -2.2199 -0.7501 -0.4 0.3 0.2
H 1.1281 -1.2448 -1.8418 0.3 -0.6 -0.4
H 1.8642 -2.3398 -0.6217 0.5 0.7 0.4
H -1.5444 -0.3980 3.2519 0.4 -0.3 -0.1
H -2.5979 -0.1765 1.8780 -0.2 0.2 0.1
H -1.3074 -1.2513 1.6254 0.3 -0.5 0.6
H 0.8578 0.6832 3.0994 -0.2 -0.2 0.4
H -0.3728 1.9803 3.3520 0.0 -0.1 0.2
H 0.9061 2.1025 2.1634 -0.4 0.1 -0.4
O -3.0412 -2.8907 4.5909 -1.3 -1.1 1.6
P -3.5410 -2.8597 6.0169 0.8 1.2 -0.1
N -3.1427 -4.1336 7.0500 0.9 0.5 -1.2
C -3.1218 -5.5081 6.6471 -0.3 -0.6 0.0
C -2.8822 -3.9612 8.4269 -1.5 0.4 1.6
N -5.2233 -2.7900 6.2252 0.3 0.9 -1.1
C -5.9657 -3.8063 5.4568 1.3 0.3 -0.8
C -5.8440 -2.4926 7.5086 0.4 -0.9 0.3
N -2.8777 -1.4835 6.7621 -0.9 -2.3 0.9
C -3.4981 -0.2070 6.4713 0.9 0.7 -0.3
C -1.4541 -1.4507 7.1859 -0.7 0.8 -0.8
H -3.2312 -5.5944 5.5661 0.5 -0.2 0.1
H -3.9037 -6.1048 7.1168 -0.9 0.3 -0.1
H -2.2796 -6.0282 7.1034 0.8 0.1 -0.7
H -1.8612 -4.1480 8.7599 0.2 0.2 -0.1
H -3.5467 -4.6026 9.0058 0.1 -0.9 0.0
H -3.3214 -3.0325 8.7912 0.9 0.6 -0.2
H -5.5070 -3.8351 4.4684 -0.4 0.5 -0.4
H -5.7484 -4.8383 5.7320 -0.5 -0.2 1.0
H -7.0317 -3.5862 5.3983 0.1 0.0 0.1
H -6.8035 -1.9983 7.3565 0.0 -0.1 0.1
H -5.9573 -3.4561 8.0055 -0.6 -0.1 0.4
H -5.2554 -1.9220 8.2271 0.3 0.4 -0.6
H -2.9289 0.2934 5.6879 0.2 0.3 -0.2
H -4.5171 -0.2424 6.0858 0.0 -0.5 0.4
H -3.4352 0.4399 7.3463 -0.3 0.1 0.1
H -0.9064 -0.9807 6.3690 0.2 0.3 0.0
H -0.9170 -2.3778 7.3860 -0.8 -0.4 -0.1
H -1.3443 -0.8346 8.0783 -0.1 0.1 0.1
O 0.8593 10.1411 -1.6925 0.4 0.8 1.9
P 0.4227 9.0463 -2.5277 -2.9 -2.5 -3.1
N 0.8443 7.4579 -2.0656 0.9 1.4 -0.6
C 1.1475 7.1381 -0.6837 0.2 0.1 0.0
C 0.4595 6.3201 -2.8920 0.0 0.3 0.3
N 0.9629 9.2547 -4.1477 -0.7 -1.5 0.4
C 2.3553 8.9579 -4.4344 -0.5 -0.4 1.3
C 0.5309 10.3787 -4.9428 -0.2 0.2 0.0
N -1.3071 8.8681 -2.7188 2.7 1.4 1.5
C -2.0016 8.2429 -3.8324 0.0 0.6 0.0
C -2.1244 9.5066 -1.6310 -0.2 -0.3 -1.6
H 1.5097 8.0204 -0.1559 0.0 0.1 -0.1
H 1.9230 6.3731 -0.6455 0.2 -0.1 0.0
H 0.3013 6.7400 -0.1238 -0.4 0.0 0.0
H 1.2394 5.5647 -2.7959 0.0 -0.2 -0.1
H 0.3406 6.5931 -3.9405 0.2 0.1 0.1
H -0.4903 5.9009 -2.5598 -0.2 -0.2 0.1
H 2.5354 8.8870 -5.5071 0.0 0.0 0.1
H 2.9626 9.7195 -3.9453 0.6 0.2 -0.4
H 2.5725 8.0206 -3.9222 0.2 -0.1 -0.4
H 1.2088 11.2040 -4.7253 -0.3 0.6 -0.1
H 0.6167 10.1543 -6.0059 0.3 -0.2 -0.1
H -0.5235 10.6303 -4.8286 0.1 0.1 0.6
H -2.6748 7.4507 -3.5048 -0.2 0.1 0.1
H -2.5219 9.0460 -4.3543 -0.7 -0.2 -0.2
H -1.3683 7.8055 -4.6043 0.5 0.1 0.4
H -1.7196 10.3895 -1.1363 0.8 -0.2 -0.4
H -2.3995 8.8012 -0.8469 -0.3 -0.1 -0.2
H -2.9682 9.8933 -2.2025 -0.6 -0.1 0.5
O 4.6262 -3.1957 -5.5469 0.9 0.7 -0.2
P 5.2133 -1.9144 -5.0857 -0.2 2.4 0.7
N 6.2176 -1.0070 -6.1374 0.2 -0.3 0.1
C 6.1294 -1.2516 -7.5548 0.5 -1.3 -0.9
C 6.6639 0.3553 -5.8210 -0.7 -0.7 0.8
N 6.1312 -1.9091 -3.6335 1.5 0.7 -0.2
C 5.5634 -2.4229 -2.4263 -1.2 -0.2 0.9
C 7.6500 -1.9385 -3.5678 -1.7 -0.4 -1.6
N 3.9600 -0.7555 -4.8546 0.0 0.7 1.1
C 3.9774 0.2702 -3.7131 -0.7 -1.8 -1.1
C 2.6331 -1.0362 -5.4671 0.5 -0.8 0.9
H 6.9836 -1.8756 -7.8177 0.0 -0.2 -0.5
H 6.1996 -0.3948 -8.2249 -0.1 0.6 0.6
H 5.2326 -1.7771 -7.8828 -0.1 -0.1 0.3
H 6.6298 0.4029 -4.7326 0.1 0.6 -0.1
H 6.0178 1.1027 -6.2815 -0.4 0.1 0.2
H 7.6709 0.6177 -6.1454 0.2 -0.6 -0.1
H 4.5377 -2.0642 -2.3403 -0.4 -0.6 -0.2
H 5.6624 -3.4982 -2.2778 -0.5 -0.4 -0.6
H 5.9651 -2.0910 -1.4689 0.8 0.9 -0.3
H 7.9506 -2.9863 -3.5667 0.3 0.0 0.0
H 7.9409 -1.4702 -4.5081 0.6 -0.1 0.2
H 8.1000 -1.4422 -2.7080 -0.6 0.2 0.1
H 3.4573 1.1877 -3.9880 0.4 0.1 -0.4
H 3.3767 -0.1417 -2.9022 0.0 -0.1 0.4
H 4.9894 0.4340 -3.3425 -0.2 0.1 -0.3
H 2.7510 -1.6829 -6.3366 0.1 0.3 -0.1
H 2.0213 -0.1659 -5.7048 0.6 0.4 -0.1
H 2.0296 -1.6314 -4.7819 -0.2 -0.1 0.3
C 1.8491 -1.6300 6.1966 -0.3 0.2 -0.9
C 2.4476 -0.5737 5.3711 -0.4 -2.0 2.0
N 2.9536 0.1857 4.7063 0.9 1.9 -1.5
H 1.7972 -1.4155 7.2640 0.0 0.3 -0.2
H 2.3662 -2.5757 6.0341 0.1 0.1 0.0
H 0.8581 -1.7007 5.7480 -0.2 -0.5 0.4
C 4.3069 3.4972 3.0401 0.7 -0.8 -0.5
C 4.1536 4.1997 4.2982 -1.0 1.4 2.4
N 4.0615 4.7530 5.3286 0.2 -1.3 -2.6
H 4.6290 4.1476 2.2269 0.2 0.1 0.3
H 3.4856 2.9141 2.6235 -0.6 0.4 0.7
H 5.0570 2.7329 3.2432 0.4 0.1 -0.3
C 0.3757 3.1878 6.0196 -0.2 0.1 -0.2
C -1.1129 3.3527 5.9947 -5.1 0.4 0.0
N -2.3157 3.4930 5.9378 6.6 -0.8 0.2
H 0.7435 2.1618 6.0088 -0.6 -0.3 -0.2
H 0.8847 3.6007 6.8906 -0.5 0.4 0.1
H 0.7903 3.6626 5.1303 0.0 0.1 0.0
C -2.7009 1.4967 -4.1916 -1.1 0.8 0.0
C -3.6125 2.5992 -4.5772 -2.3 2.2 -0.9
N -4.3526 3.4858 -4.8208 2.5 -2.7 0.7
H -2.1026 1.1699 -5.0422 0.3 0.3 0.3
H -3.3002 0.6494 -3.8585 0.0 0.0 0.1
H -2.1912 1.9274 -3.3297 0.7 -0.6 -0.2
C -4.2984 1.7413 -0.9990 -0.4 0.5 0.1
C -5.5659 2.0108 -1.6954 -1.6 0.0 -2.2
N -6.5209 2.2205 -2.3423 2.2 -0.5 1.8
H -4.4868 2.1313 0.0013 0.5 -0.3 0.2
H -3.4654 2.2925 -1.4353 -0.2 0.3 -0.1
H -3.9536 0.7073 -1.0012 -0.5 -0.1 0.1
C -3.1041 3.8635 2.0585 -1.0 -0.5 0.4
C -2.8037 5.1886 1.4887 1.0 2.5 -0.8
N -2.4969 6.2579 1.0921 -1.0 -3.4 1.2
H -4.1454 3.7345 2.3539 -0.3 0.8 -0.1
H -2.6068 3.6460 3.0037 0.6 0.3 -0.2
H -3.0172 3.0056 1.3918 0.8 0.4 -0.3
C 1.3618 7.4115 3.3578 -0.4 -0.6 -0.3
C 1.4042 5.9873 2.9597 1.1 -1.4 -0.5
N 1.5387 4.8657 2.6684 -0.6 2.1 0.5
H 0.8776 7.9693 2.5563 -0.4 0.0 0.2
H 2.3310 7.8901 3.4980 0.1 -0.6 0.1
H 0.7905 7.4187 4.2861 0.0 0.5 -0.1
C 4.6696 6.9819 -2.8682 0.6 -0.2 0.0
C 4.2115 5.6063 -2.6148 -1.7 -4.3 0.1
N 3.7645 4.5101 -2.4456 2.0 4.8 -0.6
H 4.7094 7.2804 -3.9157 -0.9 -0.4 -0.1
H 5.7326 7.1128 -2.6654 0.0 -0.2 0.9
H 4.0387 7.6410 -2.2719 0.2 0.2 -0.1
C -0.6714 -4.2606 3.4684 0.6 0.7 -0.8
C 0.5491 -3.4903 3.0640 1.5 0.5 -0.6
N 1.4821 -2.8753 2.7066 -2.3 -1.5 1.0
H -0.6563 -5.3086 3.1692 0.6 0.0 0.2
H -1.4795 -3.8437 2.8673 -0.2 0.3 0.5
H -0.8573 -4.1389 4.5355 -0.1 0.0 -0.3
```
Positions in Å, forces in eV/Å.

Calculated values
**E_HOMO**: -7.76 eV

***

Entry 2:
Density functional theory data (ωB97M-V/def2-TZVPD) for a 2-piece molecular cluster, C4H11NP overall at a distorted geometry.

XYZ file:
```
17
Properties=species:S:1:pos:R:3:forces:R:3
C -0.6163 1.8668 1.1251 1.7 1.4 -0.2
C -0.8306 2.3567 -0.3018 -0.8 -0.6 0.5
C 0.4899 1.0547 0.5796 2.8 -0.5 1.7
C 0.2451 -3.7619 0.1057 1.9 -2.2 1.0
N 0.5672 1.8979 -0.6064 1.2 1.9 -2.9
P 0.3535 -2.1736 -0.6710 -1.2 0.4 -1.4
H -0.1498 2.6489 1.7317 0.0 0.3 0.1
H -1.3304 1.4384 1.7290 -2.0 -1.1 0.9
H -1.4350 1.6645 -0.7813 -1.3 -1.5 -1.0
H -1.2416 3.2942 -0.6130 0.8 1.0 0.1
H 1.4619 0.7226 1.0864 -1.7 0.3 -0.9
H -0.6526 -4.2676 0.5592 0.8 1.1 -0.2
H 1.1988 -3.8455 0.7015 -1.4 0.1 0.5
H 0.5985 -4.4694 -0.6599 -0.6 0.0 -0.4
H 0.7253 1.3899 -1.4990 -0.4 0.1 0.5
H 1.1846 2.7715 -0.7438 -0.4 -1.6 1.1
H -0.5685 -2.5882 -1.7421 0.5 0.8 0.6
```
Positions in Å, forces in eV/Å.

Calculated values
**Net charge**: +1
**E_HOMO (alpha / beta)**: -13.02 / -11.44 eV
**Energy relative to the best compared isomer or geometry (same formula, charge and spin)**: 489.8 kJ/mol

***

Entry 3:
Density functional theory data (ωB97M-V/def2-TZVPD) for a 4-piece molecular cluster, C4H14NO3 overall.

XYZ file:
```
22
Properties=species:S:1:pos:R:3:forces:R:3
C 1.2083 -1.8909 0.9637 -0.3 0.0 -0.4
C 1.6317 -0.4669 0.8280 -0.2 0.1 0.1
C 2.7720 0.1063 1.1629 0.2 -0.2 -0.7
C 0.6950 1.2380 -0.6463 0.5 0.6 0.5
N 0.5752 0.3467 0.2558 -0.4 0.0 -0.6
H 0.3667 -2.0090 1.6440 0.0 0.1 0.2
H 2.0164 -2.5425 1.2628 0.2 0.0 0.2
H 0.8443 -2.2424 -0.0045 0.1 0.0 -0.1
H 2.9631 1.1362 0.9058 0.0 0.2 0.4
H 3.5978 -0.4848 1.5246 0.0 0.0 0.2
H -0.1401 1.8208 -1.0023 -0.4 -0.4 0.1
H 1.6600 1.6078 -0.9634 0.2 -0.4 0.0
H -0.4003 0.0969 0.5349 0.1 0.1 0.2
H 1.6661 0.1883 -3.2254 0.0 -0.4 0.1
H 0.3646 0.8457 -3.5164 -0.3 -0.2 0.0
O 0.7345 0.1385 -2.9688 0.3 0.6 -0.1
H -4.5641 1.1642 -0.9544 0.1 0.1 0.0
H -4.8130 0.0500 0.0487 -0.1 0.1 0.0
O -4.3434 0.8861 -0.0591 0.1 -0.3 0.1
H -2.7601 0.3153 0.8348 -0.1 0.1 -0.1
H -2.1172 -0.2237 2.1579 -0.1 0.1 -0.2
O -1.9574 -0.0805 1.2168 0.1 -0.1 0.1
```
Positions in Å, forces in eV/Å.

Calculated values
**Net charge**: +1
**E_HOMO**: -13.86 eV
**Energy relative to the best compared isomer or geometry (same formula, charge and spin)**: 102.3 kJ/mol